Record 1
{"formula": "C15H39N3O14P2", "method": "wB97M-V/def2-TZVPD", "e_above_lowest_kcal_mol": 29.2, "fmax_ev_per_a": 4.37, "homo_lumo_gap_ev": 10.759, "smiles": "CCOP(=O)(OCC)OCC.CCOP(=O)(OCC)OCC.C[N+](=O)[O-].C[N+](=O)[O-].C[N+](=O)[O-]", "homo_ha": -0.397, "elements": ["C", "C", "O", "P", "O", "O", "C", "C", "O", "C", "C", "H", "H", "H", "H", "H", "H", "H", "H", "H", "H", "H", "H", "H", "H", "H", "C", "C", "O", "P", "O", "O", "C", "C", "O", "C", "C", "H", "H", "H", "H", "H", "H", "H", "H", "H", "H", "H", "H", "H", "H", "H", "C", "N", "O", "O", "H", "H", "H", "C", "N", "O", "O", "H", "H", "H", "C", "N", "O", "O", "H", "H", "H"], "positions_angstrom": [[-0.82866, 1.03579, 4.51822], [0.18713, 0.61379, 3.43522], [1.41284, 1.33456, 3.65754], [2.66780, 1.12004, 2.57452], [3.92782, 1.76126, 2.97796], [1.99224, 1.71048, 1.21831], [1.74814, 3.05350, 1.08649], [1.07444, 3.42079, -0.27519], [2.77504, -0.48735, 2.29614], [3.17419, -1.33637, 3.38195], [3.50845, -2.75671, 2.94825], [-1.84106, 0.63814, 4.44758], [-0.66206, 0.74242, 5.55469], [-0.86333, 2.11466, 4.66972], [0.38407, -0.45780, 3.40359], [-0.22757, 0.96035, 2.48864], [1.03620, 3.31594, 1.86902], [2.59419, 3.73471, 1.17730], [0.42991, 2.61361, -0.62323], [0.41643, 4.28743, -0.21154], [1.82592, 3.59208, -1.04593], [4.10944, -0.85144, 3.66165], [2.55901, -1.26900, 4.27924], [4.01236, -3.22729, 3.79248], [2.65683, -3.39872, 2.72313], [4.21878, -2.77638, 2.12174], [-5.03758, -4.05639, 0.06403], [-3.75553, -3.21171, -0.19011], [-4.01768, -1.89455, 0.21803], [-5.15483, -0.94470, -0.46650], [-5.39434, -1.26270, -1.88138], [-6.48194, -0.98661, 0.48459], [-6.29527, -0.84322, 1.88201], [-7.60282, -0.76153, 2.72810], [-4.44909, 0.46902, -0.21122], [-4.98038, 1.62186, -0.75905], [-6.00693, 2.31385, 0.19938], [-5.75753, -3.69120, -0.66838], [-4.99706, -5.12135, -0.16471], [-5.41042, -3.90632, 1.07723], [-2.93280, -3.51671, 0.45657], [-3.53067, -3.19033, -1.25645], [-5.58162, -1.55219, 2.30172], [-5.89088, 0.15667, 2.03948], [-7.34049, -0.83497, 3.78351], [-8.11296, 0.17288, 2.49416], [-8.24383, -1.56840, 2.37290], [-4.12575, 2.28120, -0.91062], [-5.37555, 1.48488, -1.76562], [-5.50767, 2.50771, 1.14872], [-6.52534, 3.18219, -0.20724], [-6.82810, 1.62711, 0.40472], [7.33482, -1.09666, -0.90217], [8.44402, -2.04494, -1.13540], [8.33113, -3.18880, -0.69653], [9.49015, -1.56874, -1.53606], [6.36291, -1.58876, -0.93850], [7.46139, -0.47868, -1.79109], [7.64323, -0.50886, -0.03760], [5.48678, 3.51588, -7.89422], [4.77621, 3.12883, -6.72934], [5.29070, 3.33614, -5.60469], [3.64681, 2.70460, -6.87213], [6.56009, 3.47931, -7.70776], [5.10103, 4.50949, -8.12237], [5.11659, 2.80150, -8.62954], [1.19550, -1.12566, -2.99066], [2.35334, -2.08536, -2.94701], [2.22345, -3.00517, -2.16663], [3.36998, -1.89503, -3.65706], [1.52503, -0.16211, -3.37937], [0.93759, -1.18536, -1.93330], [0.39780, -1.50449, -3.62962]], "atomic_forces_ev_per_a": [[0.10, -0.02, 1.15], [-0.85, 0.78, 0.58], [1.88, -0.62, -0.87], [-1.20, 0.02, 0.38], [-0.96, -0.38, 0.00], [1.53, -3.10, 0.37], [-1.88, 2.87, -0.63], [0.30, -0.90, 0.26], [-1.70, 1.67, -0.62], [1.95, 0.45, 0.22], [-0.21, 0.09, 0.20], [-0.04, 0.12, -1.05], [1.09, -0.57, -0.02], [-0.13, 0.16, -0.76], [-0.14, 0.01, 0.02], [0.04, -0.33, -0.25], [-0.03, 0.31, 0.20], [0.48, -0.55, 0.32], [0.05, -0.20, 0.09], [0.32, 0.17, 0.29], [-0.04, 0.03, 0.00], [0.31, -0.39, 0.54], [-0.64, -0.06, -0.35], [0.05, 0.02, 0.11], [-0.13, 0.26, -0.18], [-0.17, 0.14, -0.07], [0.32, 0.36, -0.78], [-1.21, -1.30, 0.19], [-1.36, 2.56, 0.33], [0.95, -0.95, 0.11], [-0.48, 0.19, 0.76], [0.88, -0.56, -1.12], [-0.16, 1.70, 1.79], [0.56, -0.69, -1.89], [0.00, -2.03, 0.85], [-0.88, 2.67, -0.30], [0.21, -1.14, -0.43], [-0.35, 0.19, 0.24], [0.59, -0.03, 0.22], [0.04, -0.02, -0.04], [0.15, -0.18, -0.44], [0.36, -0.32, 0.09], [-0.15, -0.29, -0.30], [0.67, -0.03, -0.02], [-0.19, -0.04, -0.13], [0.02, 0.02, 0.23], [-0.23, -0.14, 0.55], [0.02, 0.15, 0.15], [-0.31, -0.42, 0.07], [-0.09, 0.35, -0.06], [0.61, 0.23, -0.11], [0.04, -0.26, 0.04], [0.36, 0.50, -1.70], [0.95, -1.29, 2.04], [-0.19, 0.78, -0.83], [-0.43, -0.18, -0.42], [0.32, 0.01, 0.58], [-0.52, 0.45, 0.22], [-0.52, -0.27, 0.11], [0.41, -0.11, -1.37], [-0.69, 0.17, 4.31], [-0.57, -0.43, -2.10], [0.23, -0.10, -0.13], [-0.27, 0.13, -0.14], [0.36, 0.03, -0.19], [0.51, 0.30, -0.37], [0.56, -0.19, 0.27], [1.79, -0.02, -1.48], [0.18, 0.12, -0.29], [-2.24, -0.17, 1.35], [0.09, -0.15, 0.34], [-0.58, 0.76, -0.28], [0.22, -0.31, 0.14]], "lowdin_charge": [-0.072, -0.255, -0.209, 0.518, -0.224, -0.186, -0.309, -0.055, -0.199, -0.278, -0.060, 0.071, 0.067, 0.075, 0.108, 0.110, 0.110, 0.121, 0.066, 0.071, 0.070, 0.109, 0.118, 0.079, 0.075, 0.079, -0.065, -0.256, -0.208, 0.473, -0.220, -0.179, -0.296, -0.050, -0.175, -0.283, -0.053, 0.064, 0.074, 0.073, 0.118, 0.115, 0.112, 0.092, 0.079, 0.070, 0.074, 0.116, 0.116, 0.075, 0.076, 0.057, 0.042, -0.452, 0.051, 0.054, 0.100, 0.096, 0.110, 0.020, -0.459, 0.041, 0.065, 0.109, 0.116, 0.107, 0.052, -0.429, 0.054, 0.033, 0.096, 0.095, 0.100]}

---

Record 2
{"formula": "C8H37F6N3O17S2", "method": "wB97M-V/def2-TZVPD", "fmax_ev_per_a": 5.18, "homo_lumo_gap_ev": 6.432, "homo_ha": -0.288, "elements": ["C", "C", "N", "C", "C", "N", "C", "C", "H", "H", "H", "H", "H", "H", "H", "H", "H", "H", "H", "C", "F", "F", "F", "S", "O", "O", "N", "S", "O", "O", "C", "F", "F", "F", "O", "H", "H", "O", "H", "H", "O", "H", "H", "O", "H", "H", "O", "H", "H", "O", "H", "H", "O", "H", "H", "O", "H", "H", "O", "H", "H", "O", "H", "H", "O", "H", "H", "O", "H", "H", "O", "H", "H"], "positions_angstrom": [[1.01424, 2.08080, 1.41420], [0.35944, 1.71366, 0.04286], [-0.54831, 0.58643, 0.08915], [-0.42412, -0.62117, -0.68992], [-1.58048, -1.37299, -0.47793], [-2.39920, -0.66022, 0.37241], [-1.76829, 0.52639, 0.70000], [-3.68069, -1.00329, 0.76981], [1.97583, 2.59407, 1.41727], [1.30090, 1.15163, 1.90670], [0.23990, 2.53029, 2.03585], [1.05376, 1.26310, -0.66639], [-0.17866, 2.50575, -0.47784], [0.48515, -0.84637, -1.22741], [-1.85339, -2.37855, -0.76214], [-2.19340, 1.30610, 1.31459], [-4.32361, -0.77029, -0.07900], [-4.05771, -0.42985, 1.61665], [-3.77362, -2.06592, 0.99401], [3.14599, -4.04442, 2.74041], [3.95593, -3.14857, 3.35134], [2.95840, -5.00507, 3.56059], [2.05390, -3.45197, 2.39912], [4.09534, -4.70437, 1.16021], [4.11506, -3.56538, 0.20410], [5.43562, -5.11737, 1.65069], [3.13956, -6.03305, 0.56125], [4.04482, -6.48992, -0.63894], [4.53691, -5.49113, -1.57111], [5.00281, -7.50602, -0.16346], [2.69672, -7.52745, -1.67529], [3.17369, -8.02011, -2.83968], [2.28423, -8.51215, -0.89698], [1.66986, -6.76617, -2.01739], [-1.01227, -5.89037, 2.06136], [-0.15022, -5.97316, 1.65363], [-1.59927, -6.37663, 1.48240], [7.32429, 6.76281, 4.23445], [7.77099, 6.08545, 3.72663], [6.39346, 6.56388, 4.13336], [-6.80457, 5.24853, -0.03156], [-6.56857, 6.09141, 0.35587], [-6.01350, 4.96526, -0.49006], [3.75303, 1.83825, -6.00796], [4.38884, 1.87496, -5.29338], [3.78711, 2.70880, -6.40447], [-1.05442, 7.87699, -2.23582], [-0.77949, 7.99345, -1.32639], [-1.20543, 8.76610, -2.55664], [-4.80907, -5.86586, -4.17624], [-5.53268, -5.23928, -4.18158], [-5.23397, -6.72289, -4.14165], [-2.95190, -8.58508, -0.90646], [-3.86618, -8.82389, -1.05907], [-2.68981, -8.11913, -1.70046], [-10.27541, 0.44940, 1.90298], [-10.28969, 1.35054, 2.22542], [-10.52009, 0.52074, 0.98034], [-1.80956, 8.08825, 2.60685], [-1.88153, 7.49083, 3.35126], [-2.69604, 8.13308, 2.24854], [-3.39546, 3.91003, -2.58126], [-2.81276, 4.57183, -2.95369], [-3.81057, 3.50107, -3.34064], [6.87605, 6.31953, -1.74048], [7.21675, 5.46066, -1.49048], [6.04564, 6.39442, -1.27032], [-2.76847, 4.86680, 5.85316], [-3.63495, 5.25482, 5.97523], [-2.60236, 4.38992, 6.66632], [6.92472, 1.48206, -3.17112], [7.68928, 1.26797, -3.70577], [6.64152, 0.64202, -2.81006]], "atomic_forces_ev_per_a": [[-0.80, -1.30, -0.35], [1.34, -0.14, -0.30], [-3.29, -3.01, 0.07], [-1.49, 0.57, 1.59], [1.46, 1.22, 0.26], [4.27, 2.94, 0.16], [0.75, -1.62, -1.27], [-2.89, -0.64, 0.05], [-0.51, 0.63, -0.60], [-0.26, -0.29, -0.01], [0.40, 0.41, 0.12], [0.72, 0.91, 0.07], [0.26, 0.28, 0.28], [-0.14, 0.02, 0.02], [0.17, 0.16, -0.22], [0.00, -0.14, -0.03], [-0.42, -0.21, 0.12], [0.40, 0.00, 0.01], [0.16, 0.08, 0.04], [3.15, 0.02, -1.79], [-0.23, -0.07, -0.49], [-0.87, -1.72, 1.43], [-1.80, 0.76, -0.33], [1.74, 0.77, -1.14], [-0.74, -1.47, 2.32], [-2.95, 0.64, -0.41], [0.87, 3.41, 1.65], [1.71, -3.57, -1.89], [-0.59, -0.81, 0.53], [-1.37, 1.23, -1.26], [1.68, 1.01, 0.52], [0.22, 0.00, 0.84], [-0.30, -0.48, -0.10], [-0.74, 0.45, 0.13], [-0.22, 0.33, 0.17], [0.40, -0.08, -0.10], [-0.13, -0.26, -0.14], [0.06, 0.17, 0.11], [0.18, -0.16, -0.11], [-0.24, -0.01, 0.01], [-0.19, -0.14, 0.08], [0.00, 0.23, 0.09], [0.23, -0.10, -0.20], [-0.23, -0.15, -0.05], [0.26, -0.05, 0.23], [0.01, 0.20, -0.13], [-0.08, -0.27, -0.11], [0.09, 0.02, 0.27], [-0.03, 0.22, -0.13], [0.24, 0.07, 0.07], [-0.17, 0.17, -0.03], [-0.08, -0.25, -0.03], [0.07, 0.04, 0.24], [-0.22, -0.11, 0.01], [0.17, 0.12, -0.23], [0.11, -0.20, 0.11], [-0.01, 0.23, 0.12], [-0.08, -0.02, -0.24], [0.18, 0.08, -0.17], [0.05, -0.17, 0.26], [-0.22, 0.07, -0.10], [-0.05, -0.15, 0.33], [0.19, 0.28, -0.07], [-0.14, -0.11, -0.20], [0.06, 0.17, -0.11], [0.14, -0.25, 0.00], [-0.20, 0.06, 0.09], [0.12, 0.02, -0.28], [-0.23, 0.11, 0.03], [0.10, -0.12, 0.22], [-0.20, 0.29, -0.01], [0.21, -0.04, -0.15], [-0.07, -0.27, 0.14]], "lowdin_charge": [-0.036, -0.158, -0.058, 0.062, 0.021, -0.122, 0.042, -0.026, 0.083, 0.079, 0.071, 0.120, 0.131, 0.138, 0.145, 0.166, 0.113, 0.112, 0.116, -0.735, 0.113, 0.191, 0.165, 0.709, -0.370, -0.330, -0.321, 0.549, -0.329, -0.334, -0.650, 0.110, 0.127, 0.113, -0.056, 0.024, 0.021, -0.053, 0.028, 0.025, -0.053, 0.028, 0.021, -0.055, 0.020, 0.028, -0.056, 0.027, 0.031, -0.054, 0.027, 0.028, -0.049, 0.025, 0.027, -0.056, 0.028, 0.028, -0.052, 0.025, 0.026, -0.059, 0.031, 0.031, -0.053, 0.028, 0.025, -0.058, 0.028, 0.031, -0.057, 0.031, 0.033]}